Entry 1:
C6H8N | ωB97M-V with the def2-TZVPD basis set

Geometry as ORCA input:
```
! RIJCOSX wB97M-V def2-TZVPD def2/J DEFGRID3
* xyz 1 1
C -2.0993 0.9231 0.0779
C -1.7517 -0.3535 -0.0582
C -0.9788 1.7567 0.4277
C -0.2879 -0.3680 0.1005
C 0.1302 0.9449 0.3285
C 2.0410 -1.0231 -0.2064
N 0.6180 -1.1800 -0.1198
H -3.0338 1.3236 0.0769
H -2.3806 -1.1352 -0.4077
H -0.9662 2.8925 0.5931
H 1.0324 1.5109 0.2063
H 2.4118 -0.0482 -0.3332
H 2.5019 -1.4806 0.6385
H 2.4226 -1.6786 -0.8941
H 0.3404 -2.0845 -0.4301
*
```

Values from the calculation:
Frontier orbital gap in eV: 7.614
HOMO energy in eV: -13.69
Energy relative to the best compared isomer or geometry (same formula, charge and spin) in kcal per mole: 76.3
SMILES string: C[NH+]=C1C=CC=C1

***

Entry 2:
C2H4O5S3 | ωB97M-V with the def2-TZVPD basis set

Geometry as ORCA input:
```
! RIJCOSX wB97M-V def2-TZVPD def2/J DEFGRID3
* xyz 0 3
C -1.7342 0.0644 0.2147
C 1.4226 -0.3177 0.3411
O 0.1304 1.8579 -0.1956
O 0.7791 1.6086 2.1093
O 0.4708 0.2209 -2.0586
O -1.0008 0.3976 1.3713
O -1.1552 -1.0161 -0.5347
S 0.8393 -2.6975 -1.7691
S 0.3788 1.0430 0.8940
S 0.3947 -0.8987 -1.1803
H -2.7942 -0.0981 0.4052
H -1.7482 0.9986 -0.4640
H 2.3071 0.0468 -0.1266
H 1.7098 -1.2096 0.9932
*
```

Values from the calculation:
Frontier orbital gap (alpha / beta) in eV: 6.201 / 6.921
HOMO energy (alpha / beta) in eV: -5.86 / -10.75